1.
Density functional theory data (ωB97M-V/def2-TZVPD) for a cluster of 13 separate species, C29H80F3O15S13 in total at a distorted geometry.

The largest force on an atom is 5.48 eV/Å. Its calculated total energy is -7757.11788 Eh. As for the HOMO energy: -3.14 eV. The calculation puts the orbital gap at 4.6 eV. Its total charge is -1.

```
140
Properties=species:S:1:pos:R:3:mulliken_charge:R:1
C 2.35 -2.21 0.18 -0.5104
C 2.76 -3.62 -0.40 -0.3312
O 2.03 -4.74 0.13 -0.4421
C 0.61 -4.61 -0.07 0.1163
C 0.17 -4.29 -1.56 -0.7166
S -1.63 -3.94 -1.63 1.1162
O -2.04 -3.01 -2.75 -0.6336
O -2.34 -5.27 -1.78 -0.7032
C -2.28 -3.17 -0.04 0.4923
F -1.55 -2.08 0.41 -0.1417
F -3.58 -2.71 -0.32 -0.2469
F -2.40 -4.13 0.96 -0.2155
H 2.74 -1.99 1.22 0.2053
H 2.82 -1.42 -0.50 0.3305
H 1.24 -1.99 0.18 -0.0267
H 2.79 -3.58 -1.54 0.2679
H 3.85 -3.79 -0.09 0.3315
H 0.14 -5.62 0.21 0.3595
H 0.21 -3.88 0.70 -0.2647
H 0.30 -5.21 -2.23 0.1060
C -0.36 -2.57 3.71 -0.5858
S 0.71 -1.14 3.94 0.2958
O 1.48 -0.94 2.67 -0.5618
C 1.81 -1.92 5.13 -0.7318
H -1.11 -2.32 2.96 0.1363
H 0.23 -3.42 3.36 0.2665
H -0.85 -2.82 4.65 0.2695
H 2.27 -2.81 4.69 0.2186
H 1.25 -2.19 6.03 0.1946
H 2.60 -1.21 5.40 0.4261
C -3.43 0.25 -1.55 -1.1069
S -4.16 1.38 -2.74 0.5558
O -3.05 2.18 -3.35 -0.5492
C -4.98 2.43 -1.54 -1.0177
H -2.83 -0.49 -2.08 0.3231
H -2.79 0.80 -0.86 0.3473
H -4.22 -0.26 -1.00 0.4077
H -4.25 2.85 -0.85 0.3198
H -5.72 1.86 -0.98 0.4717
H -5.48 3.24 -2.07 0.2456
C 3.86 -4.47 7.36 -0.8575
S 5.03 -4.93 6.06 0.4825
O 4.38 -4.66 4.75 -0.5931
C 4.95 -6.70 6.36 -0.9315
H 3.72 -3.39 7.33 0.2768
H 2.90 -4.96 7.18 0.2095
H 4.26 -4.76 8.33 0.4335
H 3.92 -7.05 6.25 0.3889
H 5.31 -6.92 7.37 0.2973
H 5.59 -7.21 5.63 0.3193
C -3.79 6.32 -2.99 -0.3133
S -4.64 6.23 -1.40 0.5345
O -6.04 5.80 -1.66 -0.6459
C -4.66 8.01 -1.10 -0.9225
H -3.69 5.31 -3.39 -0.1651
H -4.37 6.93 -3.68 0.3248
H -2.79 6.75 -2.85 0.2628
H -5.18 8.51 -1.92 0.2884
H -3.63 8.38 -1.03 0.2868
H -5.18 8.20 -0.17 0.3397
C -1.43 3.40 -5.89 -0.4266
S 0.15 3.59 -5.05 0.5522
O 0.31 5.05 -4.74 -0.7265
C 1.17 3.22 -6.49 -1.1241
H -2.23 3.63 -5.19 -0.3540
H -1.49 4.09 -6.74 0.4467
H -1.54 2.37 -6.24 0.4195
H 0.95 3.92 -7.29 0.3898
H 0.98 2.19 -6.82 0.3102
H 2.22 3.31 -6.20 0.4219
C -6.58 4.23 -6.69 -0.9682
S -5.01 3.70 -5.97 0.7461
O -3.95 3.98 -6.98 -0.6482
C -5.37 1.93 -6.04 -1.0257
H -6.57 5.31 -6.78 0.3355
H -6.71 3.78 -7.67 0.1799
H -7.40 3.93 -6.03 0.3783
H -5.58 1.63 -7.07 0.3875
H -6.23 1.71 -5.41 0.3813
H -4.50 1.39 -5.67 0.2053
C 3.63 1.76 -9.09 -0.8434
S 2.52 0.39 -8.70 0.5177
O 2.68 0.09 -7.25 -0.5725
C 3.46 -0.86 -9.62 -0.9482
H 3.26 2.65 -8.59 0.2428
H 4.64 1.53 -8.74 0.2945
H 3.64 1.93 -10.17 0.3583
H 4.47 -0.92 -9.23 0.2983
H 3.47 -0.61 -10.68 0.3518
H 2.96 -1.83 -9.48 0.3315
C -1.88 -3.82 7.99 -1.0558
S -0.32 -4.34 8.74 0.5570
O 0.77 -4.04 7.76 -0.5426
C -0.65 -6.11 8.66 -1.0252
H -1.87 -2.73 7.90 0.3107
H -1.97 -4.26 6.99 0.3356
H -2.71 -4.13 8.62 0.3904
H -0.83 -6.40 7.62 0.3388
H -1.53 -6.34 9.27 0.3890
H 0.21 -6.64 9.04 0.3038
C 9.57 -7.14 6.83 -0.8907
S 8.81 -6.64 8.39 0.4117
O 7.35 -6.90 8.28 -0.5523
C 9.05 -4.87 8.15 -0.8695
H 9.50 -8.22 6.74 0.3177
H 9.05 -6.67 6.00 0.2657
H 10.62 -6.85 6.83 0.3677
H 8.56 -4.54 7.23 0.2481
H 10.12 -4.65 8.11 0.3767
H 8.62 -4.34 9.00 0.3085
C 1.65 -3.52 12.84 -0.8608
S 0.26 -2.40 13.10 0.4541
O -0.63 -2.52 11.91 -0.5550
C 1.22 -0.88 12.91 -0.9082
H 1.28 -4.54 12.88 0.2904
H 2.10 -3.33 11.86 0.2382
H 2.39 -3.37 13.63 0.3816
H 1.69 -0.86 11.93 0.2868
H 1.97 -0.82 13.70 0.3550
H 0.54 -0.03 13.00 0.3104
C -5.18 3.06 -11.98 -1.0375
S -5.91 3.57 -10.40 0.6852
O -7.38 3.32 -10.49 -0.6571
C -5.64 5.34 -10.65 -0.9411
H -5.27 1.97 -12.06 0.3137
H -5.72 3.53 -12.80 0.3316
H -4.13 3.34 -12.00 0.3558
H -6.15 5.67 -11.56 0.3796
H -4.57 5.54 -10.71 0.3416
H -6.06 5.87 -9.79 0.2505
C 1.54 7.34 -2.92 -0.6403
S 0.61 7.86 -1.47 0.5201
O -0.70 8.39 -1.94 -0.6147
C 1.66 9.28 -1.08 -0.9740
H 1.04 6.47 -3.36 0.1238
H 1.58 8.14 -3.65 0.2987
H 2.55 7.06 -2.62 0.3650
H 1.68 9.96 -1.93 0.2975
H 2.66 8.93 -0.84 0.3563
H 1.24 9.79 -0.21 0.3218
```

=====

2.
Density functional theory data (ωB97M-V/def2-TZVPD) for a structure of composition C23H28N3O4RuSSi at a distorted geometry.

Its spin multiplicity is 2. The largest force on an atom is 2.76 eV/Å. Its calculated total energy is -2141.02122 Eh. As for the HOMO energy (alpha / beta): -6.96 / -7.42 eV. The calculation puts the orbital gap (alpha / beta) at 7.1 / 7.4 eV.

```
61
Properties=species:S:1:pos:R:3:lowdin_spin:R:1
Ru -0.16 -0.01 -0.64 0.7177
O -0.15 1.04 -2.44 0.0214
N 0.64 0.69 -3.44 0.0012
C 0.70 1.56 -4.48 0.0006
C 1.45 1.27 -5.58 -0.0002
C 2.16 0.06 -5.63 -0.0008
C 2.07 -0.80 -4.57 0.0001
C 1.30 -0.48 -3.44 0.0007
S 1.15 -1.45 -2.04 0.0138
H 0.12 2.46 -4.34 0.0001
H 1.49 1.98 -6.40 0.0000
H 2.76 -0.19 -6.49 -0.0001
H 2.60 -1.74 -4.56 0.0003
C -0.81 4.67 0.38 -0.0016
Si -1.13 2.82 0.27 0.0120
C -2.12 2.77 -1.31 0.0020
C -2.11 2.32 1.77 0.0036
N 0.26 1.69 0.19 0.1211
C 1.55 1.95 0.67 0.0009
C 2.00 3.27 0.88 0.0185
C 3.26 3.56 1.36 -0.0026
C 4.15 2.55 1.68 0.0224
C 3.75 1.23 1.50 -0.0029
C 2.49 0.96 1.00 0.0154
O 2.03 -0.35 0.87 0.0150
C 2.91 -1.40 0.83 0.0008
C 2.64 -2.48 1.65 0.0002
C 3.44 -3.62 1.57 0.0000
C 4.50 -3.67 0.68 0.0001
C 4.78 -2.56 -0.12 0.0002
C 3.98 -1.43 -0.06 0.0007
H -1.78 5.15 0.20 -0.0002
H -0.12 5.03 -0.38 0.0000
H -0.45 5.01 1.36 0.0000
H -3.02 3.37 -1.14 0.0003
H -2.44 1.79 -1.63 0.0000
H -1.55 3.24 -2.11 0.0002
H -3.11 2.76 1.75 0.0006
H -1.61 2.65 2.68 -0.0001
H -2.23 1.24 1.79 -0.0001
H 1.33 4.08 0.64 0.0008
H 3.55 4.60 1.49 -0.0008
H 5.13 2.77 2.06 0.0015
H 4.41 0.42 1.77 -0.0007
H 1.83 -2.41 2.36 0.0001
H 3.22 -4.47 2.21 0.0000
H 5.12 -4.55 0.62 0.0000
H 5.61 -2.59 -0.81 0.0000
H 4.17 -0.58 -0.69 0.0000
N -0.42 -1.93 0.33 0.0150
C -1.45 -2.80 -0.32 0.0005
C -2.85 -2.23 -0.19 0.0001
C -2.95 -0.84 -0.82 0.0024
O -3.73 -0.57 -1.70 0.0020
O -2.13 0.01 -0.24 0.0136
H 0.48 -2.40 0.29 0.0004
H -0.65 -1.77 1.30 0.0039
H -1.41 -3.79 0.12 -0.0004
H -1.17 -2.89 -1.37 0.0001
H -3.13 -2.14 0.86 0.0001
H -3.56 -2.90 -0.68 0.0000
```

=====

3.
Density functional theory data (ωB97M-V/def2-TZVPD) for a cluster of 15 separate species, C35H100O15 in total at a distorted geometry.

The largest force on an atom is 2.82 eV/Å. Its calculated total energy is -2521.94530 Eh. As for the HOMO energy: -9.46 eV. The calculation puts the orbital gap at 9.6 eV.

```
150
Properties=species:S:1:pos:R:3:mulliken_charge:R:1
C -2.23 -4.18 -3.91 -1.4901
C -1.35 -3.82 -2.68 1.3334
O -1.92 -4.29 -1.53 -0.4991
H -1.77 -3.79 -4.82 0.2922
H -3.24 -3.79 -3.84 0.3518
H -2.28 -5.27 -4.00 0.4713
H -1.23 -2.74 -2.67 -0.7401
H -0.30 -4.11 -2.74 -0.1141
H -1.92 -5.25 -1.45 0.2171
C 4.78 0.11 -1.51 -0.6506
C 4.50 1.60 -1.59 0.5657
O 5.48 2.29 -0.89 -0.6634
H 3.91 -0.47 -1.82 -0.1204
H 4.91 -0.18 -0.47 0.1438
H 5.65 -0.29 -2.03 0.3839
H 3.52 1.80 -1.16 -0.3867
H 4.41 1.88 -2.64 0.3587
H 5.24 2.35 0.04 0.4557
C -3.33 -0.59 -3.63 -1.1810
C -3.45 -0.68 -2.11 1.5683
O -4.73 -1.30 -1.84 -0.6788
H -2.48 0.00 -3.99 -0.0272
H -4.22 -0.18 -4.10 0.4997
H -3.22 -1.52 -4.19 0.1391
H -3.33 0.31 -1.67 -0.4347
H -2.73 -1.36 -1.66 -0.4161
H -4.54 -2.11 -1.36 0.6171
C 4.16 -0.48 2.55 -1.0047
C 3.22 0.09 3.62 0.5128
O 3.61 1.40 3.96 -0.5768
H 3.86 -1.50 2.28 0.2972
H 5.16 -0.63 2.96 0.4392
H 4.11 0.14 1.66 -0.0370
H 3.41 -0.55 4.48 0.3821
H 2.18 0.05 3.31 -0.3629
H 2.99 1.69 4.62 0.2826
C 0.03 -1.88 4.69 -0.4602
C -1.51 -1.88 4.85 0.0339
O -1.75 -1.47 6.19 -0.5910
H 0.47 -2.49 5.48 0.4933
H 0.37 -0.85 4.80 -0.1466
H 0.27 -2.29 3.71 0.0292
H -1.87 -2.91 4.80 0.4773
H -2.12 -1.32 4.14 -0.0854
H -2.66 -1.69 6.42 0.3076
C -4.50 -2.48 1.96 -1.0475
C -3.62 -3.49 1.21 0.4320
O -4.05 -3.52 -0.14 -0.6175
H -4.34 -2.50 3.04 0.3448
H -5.56 -2.64 1.77 0.4197
H -4.38 -1.48 1.55 -0.0395
H -3.83 -4.50 1.56 0.2833
H -2.54 -3.32 1.21 -0.1713
H -3.29 -3.81 -0.65 0.4799
C 2.36 4.53 -2.92 -0.3176
C 1.47 4.75 -4.14 -0.4482
O 0.82 3.53 -4.42 -0.5703
H 3.18 3.89 -3.24 0.1710
H 1.83 4.08 -2.08 -0.1743
H 2.66 5.49 -2.50 0.4489
H 1.96 5.14 -5.04 0.3284
H 0.66 5.43 -3.89 0.2401
H 0.14 3.37 -3.77 0.2153
C -2.92 3.60 -3.32 -0.9500
C -1.79 4.06 -2.36 -0.4077
O -0.82 3.05 -2.25 0.5249
H -2.56 3.60 -4.35 0.3021
H -3.70 4.36 -3.21 0.4463
H -3.28 2.64 -2.95 -0.0124
H -2.10 4.31 -1.34 0.4057
H -1.35 4.99 -2.73 0.3303
H -1.02 2.48 -1.50 -0.3211
C 2.96 -4.26 -0.02 -1.1790
C 2.14 -4.06 -1.31 1.2347
O 2.54 -5.13 -2.21 -0.6486
H 2.76 -3.44 0.67 0.0499
H 4.03 -4.20 -0.20 0.4547
H 2.75 -5.23 0.42 0.2272
H 2.28 -3.04 -1.68 -0.1632
H 1.09 -4.18 -1.02 -0.2924
H 2.04 -5.03 -3.03 0.3258
C -0.11 -5.29 1.75 0.0823
C 0.67 -6.59 1.73 -0.9363
O 1.66 -6.47 2.71 -0.5141
H 0.50 -4.41 1.55 -0.1322
H -0.66 -5.23 2.69 0.5283
H -0.79 -5.33 0.91 -0.1087
H 1.06 -6.74 0.72 0.3692
H 0.08 -7.47 1.95 0.4145
H 1.21 -6.52 3.56 0.3171
C 0.07 -0.42 -4.62 -0.5750
C 1.28 -0.97 -5.41 0.0104
C 2.57 -1.08 -4.50 -0.5508
O 0.79 -2.27 -5.82 -0.5304
H -0.22 -1.09 -3.82 -0.2322
H -0.82 -0.36 -5.25 0.5455
H 0.19 0.62 -4.31 0.3663
H 1.50 -0.27 -6.22 0.3335
H 2.78 -0.14 -3.98 0.1125
H 3.39 -1.39 -5.14 0.4241
H 2.39 -1.79 -3.70 -0.2149
H 0.35 -2.09 -6.65 0.3425
C 2.52 4.07 1.34 0.2878
C 4.06 4.09 1.60 0.3359
C 4.33 4.80 2.93 -1.5383
O 4.53 2.79 1.53 -0.5754
H 2.08 3.51 2.16 -0.5418
H 2.36 3.55 0.39 -0.5693
H 2.12 5.07 1.19 0.6668
H 4.55 4.65 0.80 0.5312
H 4.00 5.83 2.83 0.4511
H 5.40 4.84 3.14 0.4214
H 3.89 4.29 3.78 0.2168
H 4.31 2.39 2.37 0.2304
C 1.07 0.75 -0.60 -1.1050
C -0.32 0.15 -0.39 0.8410
C -0.26 -0.75 0.85 -0.2344
O -1.17 1.20 -0.12 1.1577
H 1.12 1.35 -1.51 0.3556
H 1.88 0.03 -0.68 0.2676
H 1.27 1.36 0.28 -0.0903
H -0.62 -0.45 -1.25 -0.7603
H -1.27 -1.13 1.00 -0.0606
H 0.03 -0.24 1.77 -0.7296
H 0.43 -1.56 0.61 0.5445
H -0.87 1.59 0.71 -0.6106
C 0.02 3.86 3.97 -1.6610
C -0.34 2.58 3.25 2.3009
C -1.03 1.57 4.12 -1.3037
O -1.08 2.96 2.07 -0.3899
H -0.83 4.34 4.46 0.5226
H 0.35 4.69 3.34 0.3923
H 0.75 3.61 4.74 0.3505
H 0.58 2.15 2.84 -1.0785
H -1.91 1.94 4.65 0.3970
H -0.32 1.16 4.83 0.3935
H -1.42 0.83 3.43 -0.0873
H -1.62 3.74 2.17 0.2025
C -4.42 1.74 2.50 -1.0313
C -4.41 2.28 1.08 1.9797
C -5.31 1.57 0.15 -1.4710
O -4.91 3.63 1.18 -0.6783
H -3.93 0.76 2.48 0.0077
H -5.36 1.73 3.05 0.3989
H -3.89 2.40 3.19 0.2324
H -3.39 2.41 0.71 -0.6266
H -5.30 2.06 -0.82 0.3034
H -6.32 1.60 0.56 0.4909
H -5.07 0.50 0.13 0.1376
H -4.22 4.13 1.63 0.3836
```

=====

4.
Density functional theory data (ωB97M-V/def2-TZVPD) for a cluster of 2 separate species, C2H2FN3S in total at a distorted geometry.

The largest force on an atom is 2.03 eV/Å. Its calculated total energy is -739.57635 Eh. As for the HOMO energy: -9.50 eV. The calculation puts the orbital gap at 9.1 eV.

```
9
Properties=species:S:1:pos:R:3:nbo_charge:R:1
C -1.38 1.30 -0.36 0.4507
C 0.73 2.24 2.24 0.2200
N -1.20 0.27 -0.94 -0.0993
N 1.60 1.74 1.59 -0.6729
N -0.78 -0.86 -1.07 -0.4157
F -1.63 2.52 -0.74 -0.2731
S -0.18 3.05 3.20 0.0207
H 1.66 0.99 0.94 0.4264
H -1.48 -1.60 -1.12 0.3434
```

=====

5.
Density functional theory data (ωB97M-V/def2-TZVPD) for the molecule C23H29N3O4.

The largest force on an atom is 0.48 eV/Å. Its calculated total energy is -1359.09150 Eh. The structure (SMILES) is CCc1ccc(CNC(=O)c2ccc(OC3CCN(C(=O)COC)CC3)cc2)nc1. As for the HOMO energy: -8.49 eV. The calculation puts the orbital gap at 9.2 eV.

```
59
Properties=species:S:1:pos:R:3:nbo_charge:R:1
C 6.91 4.82 2.93 -0.5926
C 5.71 4.52 3.84 -0.4176
C 5.37 3.06 3.78 -0.0523
C 5.98 2.13 4.61 -0.1672
C 5.66 0.79 4.50 -0.2375
C 4.74 0.41 3.53 0.2106
C 4.37 -1.04 3.34 -0.2588
N 3.25 -1.17 2.44 -0.6192
C 2.30 -2.11 2.63 0.6714
O 2.40 -2.97 3.48 -0.6345
C 1.13 -2.04 1.70 -0.1790
C 1.18 -1.42 0.46 -0.1556
C 0.07 -1.40 -0.37 -0.3392
C -1.12 -2.00 0.04 0.4006
O -2.27 -2.06 -0.69 -0.5097
C -2.36 -1.44 -1.96 0.0978
C -3.55 -2.07 -2.67 -0.4118
C -3.77 -1.40 -4.03 -0.2151
N -3.95 0.02 -3.86 -0.4315
C -5.09 0.72 -4.03 0.6649
O -5.16 1.92 -3.82 -0.6223
C -6.31 -0.03 -4.58 -0.1541
O -6.63 -1.13 -3.76 -0.5435
C -7.85 -1.74 -4.12 -0.2456
C -2.82 0.67 -3.22 -0.2260
C -2.58 0.07 -1.84 -0.4395
C -1.16 -2.64 1.28 -0.2847
C -0.05 -2.66 2.09 -0.1357
N 4.15 1.29 2.73 -0.4596
C 4.46 2.57 2.85 0.0438
H 7.16 5.88 2.98 0.2103
H 6.68 4.57 1.90 0.2066
H 7.78 4.25 3.25 0.2048
H 4.85 5.11 3.51 0.2118
H 5.95 4.80 4.86 0.2097
H 6.69 2.46 5.36 0.2142
H 6.12 0.05 5.14 0.2196
H 4.11 -1.51 4.29 0.2390
H 5.24 -1.58 2.94 0.2054
H 3.07 -0.34 1.89 0.4244
H 2.09 -0.96 0.11 0.2118
H 0.15 -0.91 -1.33 0.2148
H -1.45 -1.65 -2.54 0.1690
H -3.39 -3.14 -2.81 0.2175
H -4.45 -1.94 -2.06 0.2209
H -4.63 -1.84 -4.52 0.2326
H -2.88 -1.55 -4.66 0.1864
H -7.14 0.69 -4.60 0.2023
H -6.10 -0.36 -5.61 0.1766
H -7.82 -2.12 -5.14 0.1650
H -8.68 -1.03 -4.03 0.1717
H -8.00 -2.56 -3.42 0.1979
H -3.05 1.73 -3.15 0.2555
H -1.94 0.53 -3.85 0.1862
H -1.72 0.55 -1.37 0.2202
H -3.45 0.24 -1.21 0.2189
H -2.08 -3.12 1.58 0.2241
H -0.07 -3.16 3.05 0.2369
H 3.95 3.23 2.17 0.1892
```

=====

6.
Density functional theory data (ωB97M-V/def2-TZVPD) for a structure of composition C3H5NOS at a distorted geometry.

The largest force on an atom is 4.85 eV/Å. Its calculated total energy is -645.28513 Eh. As for the HOMO energy: -8.51 eV. The calculation puts the orbital gap at 8.3 eV.

```
11
Properties=species:S:1:pos:R:3:nbo_charge:R:1
C -0.14 1.14 0.34 -0.2113
C 0.40 -0.03 1.15 -0.4510
C 0.28 -0.87 -0.04 0.0966
H -0.18 -1.05 -2.45 0.4664
H -1.10 1.53 0.61 0.2151
H 0.62 1.74 -0.17 0.2140
H 1.47 0.19 1.31 0.2360
H -0.47 -0.12 2.07 0.2515
N -0.35 0.08 -0.65 -0.0793
O -1.07 -0.11 -1.82 -0.5245
S 0.54 -2.51 -0.36 -0.2135
```

=====

7.
Density functional theory data (ωB97M-V/def2-TZVPD) for a cluster of 2 separate species, C5H10O2S in total at a distorted geometry.

Its spin multiplicity is 3. The largest force on an atom is 4.32 eV/Å. Its calculated total energy is -744.93870 Eh. As for the HOMO energy (alpha / beta): -8.36 / -9.21 eV. The calculation puts the orbital gap (alpha / beta) at 9.3 / 8.1 eV.

```
18
Properties=species:S:1:pos:R:3:lowdin_spin:R:1
C -0.28 -2.66 -2.59 1.6529
C -0.67 1.54 0.52 0.0005
C 0.76 1.78 0.05 0.0044
C -1.09 0.18 -0.03 0.0019
C -0.49 -0.96 0.73 0.0075
O -1.21 0.98 -2.49 0.0125
O 0.90 0.98 -1.14 0.0120
S -0.35 0.20 -1.68 0.0658
H -1.03 -2.78 -3.39 0.1302
H 0.69 -2.59 -3.23 0.1065
H -0.67 1.78 1.64 0.0000
H -1.45 2.27 0.17 0.0001
H 1.18 2.76 -0.06 0.0006
H 1.48 1.23 0.68 0.0002
H -2.17 0.06 -0.15 0.0000
H 0.56 -0.89 0.45 0.0001
H -1.04 -1.95 0.59 0.0043
H -0.51 -0.78 1.83 0.0006
```

=====

8.
Density functional theory data (ωB97M-V/def2-TZVPD) for the molecule C3H5ClOS at a distorted geometry.

The largest force on an atom is 9.36 eV/Å. Its calculated total energy is -1050.84310 Eh. The structure (SMILES) is COC(=S)CCl. As for the HOMO energy: -8.82 eV. The calculation puts the orbital gap at 9.1 eV.

```
11
Properties=species:S:1:pos:R:3:nbo_charge:R:1
C 0.41 -2.10 0.85 -0.3073
O -0.05 -0.72 0.84 -0.4508
C -0.30 -0.26 -0.24 0.3184
S -0.13 -0.96 -1.80 -0.2231
C -0.74 1.25 -0.27 -0.3530
Cl 0.42 1.88 1.10 -0.1170
H 1.37 -2.43 0.26 0.2353
H -0.41 -2.63 0.32 0.2220
H 0.59 -2.29 2.04 0.2168
H -0.56 1.59 -1.18 0.2171
H -1.81 1.57 -0.02 0.2417
```